Entry from the Open Molecules 2025 dataset: a 12-piece molecular cluster, C54H120B6F24N6 overall in a non-equilibrium geometry (ωB97M-V/def2-TZVPD).

XYZ file:
```
210
Properties=species:S:1:pos:R:3:forces:R:3:mulliken_charge:R:1
H -11.390160 -2.819820 18.670730 -0.366 -0.675 -0.096 0.8452
H -13.835250 -5.878540 15.907800 -0.095 -0.100 -0.089 0.5862
C -12.233300 -3.498150 9.885790 0.553 0.730 1.360 -0.5195
B -10.698760 -7.227380 10.822170 -2.176 1.198 0.026 0.2306
C -17.061370 -8.888300 18.062160 1.602 -1.169 1.093 -0.9176
H -2.852380 -4.891600 23.838260 -0.420 0.188 0.620 0.3973
F -13.706020 -0.823200 13.461830 -0.932 1.382 -1.242 -0.4306
H -7.201850 -1.679280 20.429120 0.132 -0.488 0.669 -0.6031
H -10.484550 -6.303370 17.535730 0.877 -0.163 0.479 0.2419
H -11.708610 3.108040 17.372500 0.304 0.062 -0.373 0.4252
C -16.237110 -10.150690 20.215350 0.246 0.280 0.030 -0.8552
H -16.196710 -12.969950 15.639000 0.589 0.125 0.448 0.2063
H -13.322550 -8.601360 10.915910 0.813 0.081 0.470 0.2439
C -14.974810 -9.745120 11.463430 -0.222 0.188 1.404 -1.1377
H -17.565700 -13.899010 15.851020 -0.732 0.327 0.273 0.3844
H -8.887990 -2.346100 9.462690 -0.567 0.849 0.752 0.3704
H -11.798460 -0.871600 9.937310 -0.779 0.904 0.499 0.4479
H -15.666820 -7.510490 17.337010 0.425 -0.073 -0.362 0.4382
C -2.646450 -4.738760 21.802670 -0.739 0.419 -1.674 -0.9129
H -19.167940 -12.254740 11.396150 0.372 0.098 0.041 0.3818
H -8.653470 5.609180 15.412070 -0.426 -0.472 -0.567 0.2825
F -14.285400 -2.455960 14.846260 -1.657 -2.131 0.674 -0.2609
H -10.117070 4.544230 16.781280 -1.068 -0.485 0.654 0.0430
H -10.854860 1.871630 16.325120 0.172 0.273 0.528 0.5908
H -15.933700 -7.836020 13.565110 0.731 -0.609 -0.212 0.2479
H -1.707840 -4.213190 21.978400 -0.216 0.744 -0.098 0.3652
H -2.822150 -4.151380 19.622720 0.511 0.475 0.291 0.5843
C -9.483650 -1.051430 12.549840 -1.867 -0.401 -0.278 0.3587
C -15.205540 -10.550300 13.818150 -0.057 -1.522 -1.105 -0.4890
C -11.172170 4.351100 14.876740 0.104 -1.578 1.379 -0.6752
H -5.716380 -0.793100 20.268820 -0.268 -0.109 -0.505 0.3004
H -9.196720 -4.990300 18.021240 0.131 -0.854 -0.093 -0.0140
N -10.925780 -4.335360 17.137480 -1.448 1.974 -0.809 0.7425
F -8.214100 2.534770 15.677190 0.014 0.414 -4.546 -0.3702
F -6.478420 -2.992920 17.951320 -0.054 2.712 1.372 -0.1449
C -13.527720 3.689540 15.465570 -0.136 -0.359 -1.526 -0.5512
C -9.559330 -0.876010 18.090180 0.359 0.389 0.631 -0.6696
F -9.962800 -6.988990 11.943540 1.084 -0.282 0.317 -0.2487
H -12.500060 -10.646960 12.408090 -0.312 -0.036 -0.345 0.5811
H -8.724590 -0.379290 12.950040 0.407 -0.610 -0.016 0.7620
H -8.825390 -0.412650 18.749520 0.139 -0.131 -0.098 -0.6313
C -16.569830 -11.483360 18.140370 -1.143 0.793 -0.424 -0.5448
F -12.158810 -1.858820 14.502530 1.644 -0.631 0.903 -0.3332
H -10.511370 0.586990 11.785540 -0.130 0.288 -0.650 0.2320
C -12.754850 -5.760930 15.991610 0.123 1.724 1.848 -0.1670
H -16.363760 -12.304270 18.827210 0.297 0.476 0.274 0.5230
N -16.028730 -9.912290 12.650340 1.016 0.765 0.903 0.6847
C -17.512520 -12.027450 17.084950 -0.688 0.390 -0.400 0.0005
H -11.609840 4.867190 14.022220 -0.278 0.279 0.465 0.5474
C -9.129120 -2.490860 12.213070 -0.707 -0.162 -0.422 -1.3742
H -15.544600 -4.531220 10.855550 0.365 0.826 1.087 0.3998
C -10.186190 -4.328430 15.803470 -0.961 0.060 0.024 -0.1300
C -10.226200 -5.347140 17.990690 -1.599 0.841 0.316 -0.2508
C -12.834880 2.543840 12.765350 -0.922 0.300 0.138 -0.5641
C -9.417110 -2.385310 17.999960 -0.780 -0.939 -0.278 0.8612
H -14.165850 -10.305540 19.452380 0.174 -0.321 0.622 0.2036
C -11.461610 -1.171530 10.929620 2.188 -1.228 -1.159 -0.4976
H -12.322230 -6.608650 16.522930 -0.327 -0.296 0.096 -0.0214
H -17.700150 -11.783590 13.987790 0.105 -0.167 -0.089 -0.4349
H -14.685290 -10.773000 11.244890 0.248 -0.070 0.223 0.3732
H -20.242450 -12.103790 12.731460 0.030 0.519 0.125 0.3849
H -12.909040 -4.501230 17.916050 -0.158 -0.314 -0.075 0.5590
H -8.851030 -2.965500 13.154070 0.785 -0.272 -0.396 0.5552
H -12.870140 -3.595630 16.378630 0.411 0.045 0.074 -0.0801
H -13.728970 4.999080 13.737530 0.792 -0.174 -0.336 0.3620
C -10.357570 -3.352780 11.691130 -0.451 1.996 -0.603 -0.1205
C -19.190820 -12.251720 12.485910 -0.675 -0.404 0.534 -1.4667
F -8.915030 1.981790 17.514610 -1.118 -0.012 2.762 -0.4379
H -11.944380 -4.546510 9.811210 0.634 0.109 0.150 0.1118
C -14.307930 2.984130 13.016940 1.416 0.776 2.517 -0.7595
F -10.932390 -8.570710 10.544360 0.399 -0.021 -0.076 -0.3608
H -16.745570 -11.571670 11.594260 -0.278 -0.176 0.098 0.4485
F -11.552830 -10.028490 19.141770 -0.222 -0.028 0.927 -0.3726
H -18.770410 -10.470410 13.699170 -0.012 0.224 -0.368 0.3583
C -14.743070 -8.326390 19.133460 -0.296 0.500 -0.632 -0.9172
H -10.396670 3.718950 14.444200 0.959 0.810 0.379 0.2760
H -16.482500 -13.887740 17.178880 0.463 -0.050 -0.202 0.4149
C -9.551290 6.124970 15.752630 -0.190 0.373 -0.457 -1.5100
C -12.510920 -4.481980 16.901540 1.736 -1.747 -0.660 -0.4730
H -12.631760 1.135490 14.350230 -0.410 0.376 0.776 0.0880
F -13.596820 -0.505720 15.726840 0.196 0.611 0.616 -0.3429
H -14.182860 -5.421610 10.333090 0.324 0.083 -0.384 0.2565
C -4.255660 -3.298290 23.318600 -0.333 -0.964 -2.230 -0.6220
H -19.040830 -13.267490 12.851740 0.420 -0.071 -0.293 0.3504
H -14.385880 -9.282660 20.964390 0.193 -0.700 0.038 0.4641
H -13.269530 -10.894030 14.575710 -0.139 0.319 0.606 0.4888
N -12.122440 3.139900 15.240820 -1.452 -0.163 -0.804 0.5206
H -17.599970 -8.115830 18.611070 0.239 -0.197 0.454 0.5235
H -16.194100 -11.136590 20.678230 0.096 -0.370 -0.566 0.4274
B -13.466420 -1.418670 14.707790 0.874 0.840 -1.284 0.2799
H -15.078720 -11.607400 13.584620 -0.367 -0.157 -0.762 0.3971
H -10.669740 -5.261890 18.982700 0.033 -0.283 0.095 0.1854
H -13.350760 -3.641710 11.813730 0.824 0.759 0.124 -0.2354
F -10.344970 -6.455180 9.716570 1.198 -0.237 -0.632 -0.3534
H -4.269990 -5.488020 23.033770 -0.193 0.143 -0.026 0.3263
H -9.564050 -0.235680 10.473280 0.239 0.288 0.225 0.4758
H -9.059860 -2.873100 18.906890 0.055 0.384 0.299 -0.1013
B -7.727790 2.425230 16.925200 -0.887 0.122 0.475 0.6005
H -2.254920 -5.707430 21.492060 -0.440 -0.605 0.957 0.3909
C -11.771300 2.427410 16.523430 0.175 -0.486 -0.656 -1.4477
H -17.385550 -8.691240 13.825550 -0.190 -0.332 -0.373 0.2751
H -13.349700 4.501070 16.171140 -0.528 0.040 -0.082 0.5572
F -9.563250 -8.688840 19.073800 -0.324 0.564 0.903 -0.4040
C -13.767150 -10.055460 14.088580 -0.632 0.531 -0.745 -0.3968
H -7.817700 0.356370 20.431980 0.073 1.381 0.079 0.1852
H -16.864240 -9.651550 20.954050 0.337 0.905 -0.243 0.4420
H -18.481780 -12.278250 17.515930 -0.077 0.087 -0.043 0.4616
C -17.231680 -10.768720 12.148410 1.399 1.167 0.397 -1.0745
F -13.051750 -4.775110 20.515890 1.033 -1.225 -1.578 -0.2221
H -9.452580 -0.325370 17.155570 -0.051 -0.375 -0.144 0.4392
H -7.832350 0.251480 22.160850 -0.144 -0.434 0.128 0.4022
C -10.710790 5.209890 16.154800 1.521 -1.368 -1.776 -0.0543
H -15.102830 -9.230960 17.180630 0.134 0.265 -0.289 -0.4659
H -9.974570 -5.441210 14.021440 0.263 -0.513 0.139 0.6466
H -4.987050 -3.265830 24.126130 0.325 -0.330 0.130 0.5178
C -10.862140 -2.926970 17.723200 2.097 0.640 0.059 -0.8851
H -17.672760 -9.060010 17.176250 0.344 -0.367 -0.164 0.4435
B -10.462860 -9.497490 18.384660 0.507 -0.451 1.678 0.1283
C -3.563120 -4.658390 23.045430 0.759 -0.761 0.328 -0.5712
H -3.473770 -2.559580 23.494820 -0.307 0.412 -0.426 0.3811
H -11.997920 -9.180120 13.129980 -0.062 0.069 0.244 0.3824
H -8.368490 -2.357670 11.443780 0.470 -1.194 0.278 0.5294
H -15.805920 -10.626900 14.724670 -0.211 0.793 0.013 0.0666
H -9.756780 -3.570900 8.792510 -1.019 -0.464 0.456 0.2344
C -6.511350 -1.035550 20.974030 2.334 0.906 1.037 1.0565
C -12.133320 2.059500 14.057180 -0.496 0.621 0.051 -0.5552
H -18.794960 -9.356640 19.951970 0.190 -0.112 -0.036 0.4974
C -16.911570 -13.236270 16.417560 0.391 -1.015 -0.255 -1.2966
H -4.110170 -5.003960 20.092390 -0.151 -0.651 0.717 0.3314
F -11.047630 -8.806340 17.405460 -1.504 2.178 -2.692 -0.0616
H -11.270880 -2.192710 17.029010 -0.445 -0.590 -0.365 -0.2492
F -12.126630 -3.013430 21.734510 -0.197 -0.452 -0.150 -0.4205
F -13.892410 -4.355200 22.499890 -0.027 0.414 0.511 -0.4019
H -6.522090 -4.114910 23.055180 -0.543 -0.113 -0.270 0.2754
C -4.224940 -2.993940 20.763620 0.103 0.087 -0.223 -0.5117
C -18.643640 -10.268810 19.374770 1.532 0.082 -0.696 -1.1287
H -12.179750 -1.273700 11.743210 -0.216 0.110 -0.268 0.1998
C -12.038070 -5.673130 14.671950 0.780 -0.961 0.085 1.5186
H -14.052220 -7.968380 12.393410 0.174 0.129 -0.131 -0.0499
H -14.960250 -7.380960 19.630530 -0.959 -0.180 0.447 0.5404
C -13.477790 -3.373800 10.764830 -1.305 -0.802 0.085 0.3247
H -12.220600 -6.652680 14.230070 0.244 -0.102 -0.479 -0.6031
H -12.326930 3.388620 12.300140 0.269 -0.100 -0.096 0.4480
C -14.582160 -4.407710 10.359010 0.218 0.440 -1.447 -1.5992
C -12.894630 -9.723890 12.832780 -0.032 0.368 0.981 -1.1077
H -11.117690 1.703600 13.884170 0.296 0.672 0.115 0.4862
H -15.518910 -9.444410 10.568090 -0.151 0.628 0.277 0.5395
H -10.154930 -4.378960 11.384550 0.314 0.123 0.006 0.1127
H -11.481900 5.814080 16.632760 -0.146 -0.493 0.037 0.3521
C -14.783420 -9.591890 19.997730 -1.420 0.896 -0.661 -0.5043
F -6.674750 -5.132410 18.254340 -0.941 -1.811 1.088 -0.3891
H -17.674140 -10.060470 11.447900 -0.336 -0.366 -0.174 0.3634
H -12.895860 1.717950 12.056630 0.542 -0.160 0.060 0.2418
H -14.174380 2.914850 15.877630 0.431 -0.122 0.401 0.4300
B -13.303520 -3.733700 21.371100 0.373 -0.158 1.551 0.4310
N -11.041320 -2.623700 10.489590 2.568 -1.702 -1.216 0.4258
H -10.246510 -1.211020 13.311860 -0.176 0.789 0.377 -0.6302
H -14.851870 3.371860 12.155600 0.302 -0.098 -0.036 0.5088
H -15.697750 -11.142830 17.582140 0.340 -0.069 0.726 0.1175
F -9.742700 -10.518990 17.888490 0.990 -2.158 -0.963 -0.3284
H -10.524610 -0.613660 18.523200 -0.171 0.048 0.030 0.4647
H -4.813700 -2.719610 19.888280 -0.536 -0.616 0.097 0.2439
H -6.510110 1.124380 21.527150 0.175 -0.075 -0.717 0.3886
H -19.218080 -10.177510 18.452940 -0.036 -0.290 0.156 0.4424
C -9.927270 -2.596010 9.249270 -1.629 -0.055 0.784 -0.9229
H -12.582610 1.728080 16.725460 0.089 -0.100 -0.191 0.4009
C -16.600060 -8.551250 13.082910 0.203 -0.273 -0.258 -0.8610
H -11.197080 -3.345890 12.386310 0.382 -0.182 0.610 0.0698
C -5.700630 -1.504190 22.205730 1.447 -1.933 -0.497 -0.9405
F -6.818440 1.405960 17.064430 1.117 0.341 0.277 -0.3351
F -7.369100 3.754390 17.267550 0.495 -0.543 0.905 -0.3990
C -15.571020 -8.482790 17.820270 -0.929 0.019 0.925 0.6055
H -9.113620 6.621070 16.618900 -0.660 0.480 0.102 0.4171
H -14.853710 2.157760 13.472280 -0.140 -0.197 -0.270 0.2351
H -12.436600 -4.960730 13.949610 0.136 0.436 0.281 -0.8922
C -7.163550 0.281870 21.300680 -1.332 -0.155 0.003 -1.5027
B -6.151000 -4.192740 17.429220 1.516 -0.400 -0.585 0.1846
H -4.699400 -1.098880 22.351930 -0.291 1.437 -0.683 0.5319
F -6.625140 -4.229200 16.156750 -1.154 -0.492 -1.837 -0.2726
H -7.158070 -3.479940 21.451600 0.247 -0.173 0.152 0.2069
C -14.194830 4.099080 14.138870 -0.435 0.876 -0.925 -1.0385
H -10.216840 -6.447650 15.539960 0.323 -0.194 -0.552 0.3569
H -13.706020 -8.070290 18.916620 0.249 -0.706 -0.517 0.1059
C -13.705920 -8.875800 11.898660 -2.550 -1.295 -1.416 0.1951
H -6.120290 -1.356020 23.200730 -0.762 -0.675 -0.126 0.4809
H -13.964840 -9.213430 14.751910 1.110 0.239 0.135 0.0886
H -3.541640 -2.145480 20.800060 0.085 0.132 0.846 0.3658
H -10.416130 -1.956410 8.514410 0.409 0.165 0.031 0.4331
H -16.955390 -8.056490 12.179000 -0.260 -0.131 0.107 0.3981
N -5.133880 -2.966600 22.037520 0.061 0.745 0.619 0.1258
H -17.633910 -11.295060 16.286840 -0.476 0.368 0.162 -0.0565
F -11.997570 -6.602840 11.122490 -0.749 -0.296 0.334 -0.2242
H -9.119020 -4.256150 16.013280 -0.093 0.050 -0.046 -0.2395
H -18.954790 -11.114610 19.987890 0.456 -0.203 -0.276 0.3348
C -3.410150 -4.292040 20.529690 -1.066 1.040 0.255 -0.8417
F -14.173390 -2.888280 20.765710 -1.168 1.291 -0.635 -0.3869
H -12.369790 -3.093110 8.883080 -0.261 0.042 0.055 0.5165
C -6.327120 -3.923730 21.999940 1.782 -0.003 -0.064 -0.8027
H -14.933240 -4.056990 9.388530 0.150 -0.649 -0.598 0.4178
H -10.567400 -3.430780 15.316640 0.248 0.079 -0.242 0.2323
H -5.936390 -4.818730 21.515780 -0.590 -0.100 -0.014 0.4853
H -9.967360 6.799020 15.003880 0.731 0.553 -0.024 0.3999
C -10.504310 -5.566890 14.965740 -1.267 0.955 -0.032 -1.0516
N -17.110240 -10.250120 18.936230 -1.002 0.510 0.226 0.1501
F -4.755160 -4.380910 17.351540 0.720 0.139 0.434 -0.3645
H -13.844000 -2.358970 10.609600 -0.311 -0.066 0.651 0.4880
C -18.228100 -11.265380 13.187280 0.150 -0.328 -0.250 0.7449
H -8.683270 -2.695950 17.256270 -0.180 0.258 -0.163 -0.1765
C -10.177790 -0.361770 11.365200 -1.380 -1.054 0.396 -0.8494
H -15.163070 4.579820 14.278560 -0.441 -0.634 0.743 0.4862
```
Positions in Å, forces in eV/Å.

Its charge is 0. The calculation puts the HOMO-LUMO gap at 8.38 eV. Its highest occupied orbital energy is -9.5 eV.